The following is a quantum chemistry calculation of a molecular structure, C19H22ClNV at a distorted geometry, from the Open Molecules 2025 dataset.

Summary:
- spin multiplicity = 3
- <S²> = 2.066
- gap between HOMO and LUMO (spin up / spin down) (eV) = 4.061 / 4.668
- net charge = -1

Each line ends with the natural charge from an NBO analysis.
Element x y z (Å)
V1 -1.74518 -1.58719 -0.97789  1.035
Cl1 -0.05007 -3.20829 -0.96959  -0.421
N1 1.59297 1.54128 2.13726  -0.480
C1 2.99421 -0.36296 -1.77616  -0.370
C2 2.42149 0.80974 -2.35462  -0.381
C3 -3.15442 -0.14586 -1.27132  -0.320
C4 -2.08984 0.19891 3.54432  -0.265
C5 -1.74424 -0.93075 -2.91944  -0.305
C6 0.65521 1.16911 1.10572  -0.239
C7 -2.51854 -1.02722 3.03993  -0.221
C8 -1.09674 0.91686 2.86263  -0.152
C9 -3.65273 -1.42052 -1.72201  -0.366
C10 -1.96521 0.15232 -2.01264  -0.305
C11 -2.78701 -1.91003 -2.75334  -0.287
C12 1.95368 0.47944 -3.63270  -0.380
C13 2.14353 0.51511 2.96782  -0.394
C14 2.25549 -0.88612 -3.90129  -0.386
C15 -2.08571 -1.44165 1.77276  -0.294
C16 2.13739 2.87004 2.20203  -0.379
C17 2.92625 -1.39302 -2.75001  -0.344
C18 -1.17774 -0.66237 1.06335  -0.201
C19 -0.56339 0.44288 1.66091  -0.072
H1 -3.60698 0.49207 -0.51758  0.257
H2 1.14313 0.51204 0.36761  0.231
H3 2.42768 1.80908 -1.91232  0.175
H4 -4.55098 -1.90761 -1.39225  0.241
H5 -3.19160 -1.67026 3.59692  0.199
H6 0.36025 2.08946 0.57091  0.202
H7 3.10971 2.85144 2.71524  0.189
H8 1.37066 0.07707 3.61415  0.179
H9 3.23099 -2.41774 -2.62253  0.182
H10 3.37614 -0.42994 -0.75155  0.180
H11 2.57004 -0.30815 2.37059  0.189
H12 2.24247 3.30082 1.19325  0.193
H13 -0.94881 -0.98471 -3.63793  0.289
H14 -2.89750 -2.83507 -3.32002  0.257
H15 -1.33709 1.02419 -1.90442  0.276
H16 -0.69246 1.84599 3.26953  0.202
H17 1.46890 1.15300 -4.33911  0.172
H18 -2.44508 -2.37730 1.33207  0.197
H19 -2.47998 0.58356 4.48721  0.201
H20 2.92423 0.96267 3.59037  0.187
H21 2.00358 -1.43257 -4.80442  0.177
H22 1.47329 3.54224 2.77856  0.153

The following is a quantum chemistry calculation of 2 unconnected molecules or ions with the total composition C5H13NO at a distorted geometry, from the Open Molecules 2025 dataset.

Summary:
- gap between HOMO and LUMO (eV) = 9.267

Each line ends with the natural charge from an NBO analysis.
Element x y z (Å)
O1 1.68557 -2.77270 1.68493  -0.930
N1 1.90585 -0.12098 -0.39803  -0.856
C1 -1.56762 0.68682 0.05142  -0.206
C2 -2.13392 1.37432 1.26905  -0.647
C3 0.90542 -0.56404 -1.38911  -0.200
C4 -0.59511 1.27465 -0.65637  -0.173
C5 0.12447 0.68290 -1.86757  -0.459
H1 -1.48514 2.18251 1.60336  0.212
H2 0.22369 -1.25663 -0.89322  0.159
H3 -0.64964 0.38555 -2.57932  0.221
H4 1.52798 0.49979 0.30543  0.354
H5 1.45955 -1.09308 -2.15934  0.191
H6 0.85577 1.42733 -2.15610  0.221
H7 -1.72418 -0.36961 -0.15105  0.195
H8 0.97393 -3.42890 1.75557  0.466
H9 2.03121 -2.92056 2.58286  0.466
H10 -3.13482 1.84211 1.14301  0.213
H11 2.27530 -0.91856 0.10385  0.369
H12 -2.32928 0.77597 2.16983  0.215
H13 -0.34904 2.31311 -0.41920  0.188

The following is a quantum chemistry calculation of a molecular structure, C34H35N3O6PPt at a distorted geometry, from the Open Molecules 2025 dataset.

Summary:
- gap between HOMO and LUMO (spin up / spin down) (eV) = 7.580 / 7.579
- net charge = +1

Each line ends with the Löwdin charge.
Element x y z (Å)
Pt1 0.65171 0.28697 -0.59283  0.966
P1 0.49322 2.08444 0.86855  1.018
O1 -0.39347 -5.20869 -3.88336  0.080
O2 2.58413 -0.27356 -0.17820  -0.224
O3 3.98431 -1.76213 0.70929  0.092
O4 -0.41577 -1.53809 0.69680  -0.095
O5 0.81812 -6.71755 -2.93221  0.099
O6 -3.08876 1.97214 -1.87064  0.036
N1 -1.22723 0.90710 -1.34762  -0.011
N2 0.48424 -5.56713 -3.11978  -0.348
N3 -0.35714 -3.47549 1.88512  -0.165
C1 -0.49193 -0.07744 4.13782  -0.062
C2 -3.28041 0.66623 -2.45294  -0.041
C3 3.03456 3.09754 0.70424  -0.078
C4 0.18839 -2.37712 1.37308  -0.321
C5 -2.46898 1.15746 3.54571  -0.059
C6 1.18908 -4.52157 -2.36476  -0.124
C7 -1.96907 -1.53257 -4.20664  -0.050
C8 3.07909 -1.46105 -0.03787  -0.613
C9 4.25401 4.08186 2.52203  -0.053
C10 2.07976 -4.88173 -1.36534  0.031
C11 0.93882 -3.19557 -2.67601  0.024
C12 -1.53688 3.29247 -0.67949  -0.132
C13 0.43315 -4.46473 2.59335  -0.030
C14 -1.97168 -0.07843 -2.15252  -0.249
C15 -1.79229 1.73857 2.48253  -0.061
C16 -0.77299 0.69522 -4.26484  -0.039
C17 2.70745 -3.88777 -0.63202  0.009
C18 2.43887 -2.55177 -0.89868  -0.135
C19 1.58002 -2.22120 -1.93810  -0.045
C20 -1.76746 -3.77111 1.69802  -0.016
C21 4.16466 3.73937 1.18008  -0.053
C22 -1.89745 2.00000 -1.27853  -0.303
C23 2.08081 3.13522 2.92737  -0.079
C24 -1.81991 0.25688 4.37610  -0.059
C25 -2.30570 4.39752 -1.05154  0.012
C26 -0.49157 3.46855 0.23463  -0.271
C27 3.21894 3.77232 3.39423  -0.057
C28 -0.46093 1.41556 2.24998  -0.352
C29 -0.99726 5.83015 0.35320  -0.032
C30 0.18495 0.49031 3.07450  -0.113
C31 -2.04058 5.65548 -0.54094  -0.033
C32 -1.18597 -0.49762 -3.40384  -0.395
C33 1.98415 2.80951 1.57512  -0.364
C34 -0.23332 4.73962 0.73827  -0.045
H1 -2.30301 2.45207 1.84783  0.107
H2 1.25388 -2.26564 1.61373  0.137
H3 2.96395 2.80411 -0.33681  0.107
H4 -2.65213 6.49601 -0.83884  0.119
H5 -1.63938 1.23775 -4.64991  0.086
H6 -2.24637 -3.91366 2.66777  0.098
H7 0.56970 4.87700 1.44834  0.109
H8 -1.35076 -1.91596 -5.01745  0.091
H9 3.29468 4.03145 4.44176  0.113
H10 -0.14815 1.39002 -3.70153  0.075
H11 0.26193 -2.95563 -3.48366  0.103
H12 -0.19705 0.34607 -5.12107  0.092
H13 -2.14675 -0.96398 -1.53675  0.147
H14 0.07268 -4.58314 3.61665  0.095
H15 1.21878 0.22931 2.87396  0.119
H16 2.26311 -5.92869 -1.17031  0.126
H17 5.13517 4.58777 2.89345  0.114
H18 -1.88984 -4.68418 1.11264  0.099
H19 -4.15547 0.21067 -1.99539  0.141
H20 -0.77899 6.80901 0.75794  0.120
H21 1.43775 -1.17051 -2.19862  0.079
H22 -3.11768 4.26670 -1.75074  0.127
H23 1.47782 -4.16019 2.62025  0.093
H24 -2.86474 -1.09613 -4.65372  0.086
H25 0.35394 -5.42777 2.08637  0.097
H26 3.40431 -4.13522 0.15710  0.129
H27 -0.27016 -0.97528 -3.04389  0.070
H28 1.27167 2.90565 3.60682  0.110
H29 -2.27543 -2.37718 -3.58559  0.091
H30 -3.50348 1.41829 3.72508  0.112
H31 -3.46146 0.79590 -3.51798  0.125
H32 4.97972 3.96980 0.50753  0.115
H33 0.01589 -0.78516 4.78086  0.114
H34 -2.23234 -2.93990 1.17796  0.082
H35 -2.34751 -0.17752 5.21493  0.112

The following is a quantum chemistry calculation of a molecular structure, C5H9FeO3 at a distorted geometry, from the Open Molecules 2025 dataset.

Summary:
- spin multiplicity = 5
- <S²> = 6.006
- gap between HOMO and LUMO (spin up / spin down) (eV) = 7.550 / 6.239
- net charge = +3

Each line ends with the natural charge from an NBO analysis.
Element x y z (Å)
Fe1 -0.63404 3.79894 0.31315  1.842
O1 0.82711 -0.00946 0.40579  -0.385
O2 -0.91889 0.46786 -0.94236  -0.487
O3 -0.06356 2.09477 0.34866  -0.835
C1 1.99858 0.41102 0.63668  0.591
C2 -2.05040 -0.27562 -0.58067  0.249
C3 -0.27601 0.89513 0.17740  0.973
C4 -2.31032 -1.47545 -1.40570  -0.724
C5 2.99336 -0.47842 1.17863  -0.753
H1 -2.34109 -2.34251 -0.73007  0.328
H2 2.63920 -1.50337 1.30705  0.308
H3 3.34967 -0.02738 2.12218  0.354
H4 -1.52587 -0.03230 0.70471  0.104
H5 -1.55209 -1.61874 -2.18230  0.296
H6 -2.89018 0.41651 -0.46200  0.257
H7 2.19227 1.47987 0.46828  0.213
H8 3.86826 -0.41114 0.50518  0.350
H9 -3.30600 -1.38969 -1.86461  0.319